[1]
64
Properties=species:S:1:pos:R:3:forces:R:3 method="wB97M-V/def2-TZVPD" charge=0 lumo_energy_ev="0.34 / 0.34" homo_ev="-5.81 / -5.81" homo_lumo_gap_ev="6.1 / 6.1" e_tot_ev=-50521.8467
Rh 0.168089 -0.068275 -0.039334 -0.341 0.319 0.441
N 1.114930 0.897680 -2.124380 0.225 -0.198 0.193
C 0.294182 2.001097 -2.620212 -0.014 0.028 -0.034
C -1.173388 1.747584 -2.302801 0.003 -0.016 0.012
N -1.385437 1.369660 -0.900770 0.063 0.128 -0.084
C -1.436957 2.526523 0.016460 0.054 -0.064 0.004
C -0.050549 2.917728 0.507917 0.025 0.004 -0.005
N 0.641296 1.730500 1.038271 0.014 -0.068 0.060
H 2.099807 1.134091 -2.108965 -0.015 0.096 0.014
H 1.029170 0.103954 -2.749150 0.050 0.042 -0.010
H 0.393238 2.143500 -3.702224 -0.003 -0.017 0.000
H 0.628971 2.924398 -2.155031 0.012 0.030 -0.017
H -1.539253 0.937365 -2.931652 0.026 -0.073 0.000
H -1.746180 2.645643 -2.564860 -0.039 -0.019 -0.003
H -2.249053 0.845965 -0.807339 -0.022 0.049 0.075
H -2.028609 2.217848 0.876534 -0.018 -0.016 0.022
H -1.919318 3.386182 -0.463397 0.014 0.002 -0.010
H -0.146445 3.696127 1.269712 -0.033 -0.016 0.011
H 0.550511 3.332576 -0.297091 0.034 0.038 0.017
H 0.261092 1.499279 1.967821 -0.007 -0.045 -0.041
H 1.638043 1.891471 1.139122 -0.007 -0.002 -0.075
C -1.643266 -1.571654 -3.884262 -0.004 0.058 0.007
C -0.141372 -1.684671 -3.937844 -0.004 -0.059 -0.003
C 0.484517 -1.468955 -5.164908 -0.002 -0.027 -0.004
C 1.856187 -1.591070 -5.320365 0.001 0.001 -0.008
C 2.637756 -1.938424 -4.230288 -0.006 -0.001 0.007
C 2.036467 -2.149745 -2.999119 0.009 -0.013 -0.042
C 0.654110 -2.031262 -2.830017 0.031 0.157 -0.016
P 0.019855 -2.094098 -1.102096 -0.608 -0.305 0.460
C -1.557821 -3.046231 -1.227010 0.050 -0.117 -0.113
C -2.628252 -2.468967 -0.544706 0.157 -0.041 -0.072
C -3.888326 -3.040729 -0.528447 0.030 0.071 0.021
C -4.104673 -4.209679 -1.235550 -0.053 -0.029 -0.012
C -3.060964 -4.780743 -1.944138 0.000 -0.014 -0.011
C -1.782746 -4.227018 -1.958590 0.095 0.016 0.064
C -0.752503 -4.952023 -2.789010 -0.070 -0.019 -0.147
C 1.244396 -3.148885 -0.275702 0.087 0.055 0.006
C 1.569620 -4.465574 -0.611692 -0.005 -0.056 0.030
C 2.602465 -5.113630 0.036533 -0.004 0.030 -0.008
C 3.327746 -4.439417 1.016929 0.033 -0.003 0.018
C 3.010238 -3.137161 1.346329 0.004 -0.002 -0.014
C 1.955704 -2.470967 0.710628 0.008 -0.017 -0.161
C 1.537453 -1.097297 1.120233 0.077 0.173 -0.006
H -2.004960 -0.956357 -4.708644 0.006 0.014 0.004
H -2.002795 -1.153643 -2.945602 0.004 0.028 -0.010
H -2.108816 -2.554899 -3.968597 -0.007 -0.002 -0.029
H -0.127944 -1.202205 -6.018636 0.001 0.001 -0.001
H 2.308672 -1.416634 -6.288003 0.001 0.001 -0.001
H 3.710407 -2.040394 -4.331435 0.002 -0.001 -0.001
H 2.651973 -2.405974 -2.146131 0.004 0.006 -0.006
H -2.440879 -1.553943 -0.005740 -0.079 0.122 0.225
H -4.679079 -2.569108 0.040842 -0.012 -0.015 -0.028
H -5.081734 -4.676582 -1.247162 0.004 0.003 0.012
H -3.237706 -5.687218 -2.512885 0.010 0.001 0.002
H -1.185254 -5.249751 -3.745955 -0.028 0.012 0.003
H -0.433048 -5.867088 -2.286095 -0.072 -0.027 -0.054
H 0.131900 -4.357234 -2.998503 -0.074 -0.022 -0.056
H 1.034137 -4.979780 -1.394580 0.158 0.047 0.230
H 2.853794 -6.133164 -0.225554 -0.003 -0.004 0.003
H 4.143107 -4.940541 1.523997 0.003 0.003 0.002
H 3.570767 -2.617901 2.115003 -0.002 0.001 0.006
H 2.415517 -0.473108 1.333694 0.085 -0.015 -0.187
H 1.052668 -1.236395 2.089983 0.008 0.114 0.071
Te -1.432659 -0.300174 2.220167 0.145 -0.327 -0.750



[2]
21
Properties=species:S:1:pos:R:3:forces:R:3 method="wB97M-V/def2-TZVPD" charge=0 lumo_energy_ev=1.13 homo_ev=-8.15 homo_lumo_gap_ev=9.3 smiles=CC(C)CNCN e_tot_ev=-8391.1227
C -0.972226 -0.556609 -0.208661 1.670 0.578 -0.690
C -0.349414 -0.261146 1.191230 -1.633 -1.765 -1.189
C -1.495710 -0.601295 2.148320 1.220 0.864 1.102
C 0.187530 1.136794 1.309118 1.624 -0.185 -0.438
N -0.091637 -0.165832 -1.312989 -0.693 1.602 -1.671
C 1.325862 -0.345015 -1.621336 -0.593 -1.767 1.252
N 1.622856 0.572414 -2.693143 -0.296 -0.019 2.188
H -1.910006 0.009058 -0.341618 0.316 -0.193 -0.032
H -1.181512 -1.611950 -0.406381 -0.207 -0.085 0.810
H 0.411912 -1.061869 1.210306 0.196 0.622 0.705
H -1.867111 -1.593412 1.931749 -0.389 -0.104 0.095
H -2.261615 0.183092 2.116566 -0.133 -0.363 -0.326
H -1.117395 -0.552702 3.180011 -0.199 -0.332 -0.076
H 0.850434 1.245363 2.185083 -0.944 0.221 0.233
H 0.950121 1.285270 0.524570 -0.575 0.140 -0.139
H -0.591391 1.898708 1.191388 0.226 -0.076 0.373
H -0.262081 0.799060 -1.564869 -0.238 0.033 0.322
H 1.945053 -0.249123 -0.711155 0.283 0.703 -0.286
H 1.493790 -1.407049 -1.882097 -0.156 0.105 -0.282
H 2.534686 0.467698 -3.070742 0.043 0.143 -0.927
H 0.777855 0.808545 -3.175351 0.475 -0.121 -1.023



[3]
19
Properties=species:S:1:pos:R:3:forces:R:3 method="wB97M-V/def2-TZVPD" charge=+1 lumo_energy_ev=-4.44 homo_ev=-13.63 homo_lumo_gap_ev=9.2 smiles="C=[NH+][C@@](C)(N)CN" e_tot_ev=-8804.5229
C -1.718729 -1.416131 0.377908 -1.148 -0.377 0.919
C 1.479907 -1.049300 0.564697 2.243 -3.407 -1.204
C 0.081841 1.150467 0.751028 -1.504 0.024 -2.501
C 0.641715 -0.027819 -0.048408 0.146 0.360 -1.393
N -0.963725 -0.780322 -0.429075 0.733 -1.287 3.447
N 1.130969 0.319381 -1.297677 -0.376 0.893 1.484
N -0.417273 2.010515 -0.320549 -1.467 0.404 -0.350
H -2.775284 -1.668372 0.069306 1.257 0.020 0.205
H -1.471487 -1.710839 1.480717 0.083 0.820 -2.234
H 1.444854 -1.996018 -0.189761 0.254 1.972 1.995
H 2.596743 -0.752554 0.591223 -1.939 -0.076 -0.237
H 1.264671 -1.382677 1.570378 -0.511 -0.003 0.148
H 0.762110 1.690943 1.343043 1.087 0.248 0.813
H -0.817312 0.851438 1.268797 0.506 -0.467 1.146
H 0.652920 1.099337 -1.678550 -0.266 1.246 -0.048
H 1.208990 -0.339934 -2.008526 0.759 -1.916 -0.786
H -1.344468 1.623769 -0.648843 1.277 1.436 0.617
H -1.315749 -0.615906 -1.324381 -0.651 0.384 -1.905
H -0.440691 2.994022 -0.071327 -0.482 -0.274 -0.117



[4]
13
Properties=species:S:1:pos:R:3:forces:R:3 method="wB97M-V/def2-TZVPD" charge=-1 lumo_energy_ev="3.15 / 3.15" homo_ev="-3.42 / -3.43" homo_lumo_gap_ev="6.6 / 6.6" e_tot_ev=-79855.9964
C -0.748537 -1.290286 0.938435 0.374 0.419 -0.482
C -1.189971 -0.132982 0.550140 -1.711 1.078 0.107
C 1.280804 -0.419803 -1.522459 -1.930 0.380 -3.242
C 0.788336 0.875703 0.027772 -1.208 0.063 -0.881
N -0.505903 0.798062 -0.169370 2.580 0.639 -1.093
O 0.838390 -0.034239 -2.556259 0.495 0.533 0.649
O 1.778080 -1.254662 -0.894040 1.904 -1.780 1.592
Br -1.468295 2.867086 0.745702 -0.654 1.068 0.583
H -1.409150 -1.880999 1.455886 -1.033 -1.826 0.954
H 0.162571 -1.519236 0.511484 1.924 -1.403 0.210
H -2.215804 0.108720 0.665863 -0.734 0.520 0.445
H 1.393142 1.594320 -0.504607 -0.192 0.359 -0.130
H 1.296337 0.288315 0.751452 0.186 -0.049 1.289



[5]
36
Properties=species:S:1:pos:R:3:forces:R:3 method="wB97M-V/def2-TZVPD" charge=+1 lumo_energy_ev="-2.75 / -9.68" homo_ev="-11.74 / -11.74" s_squared=0.755 homo_lumo_gap_ev="9.0 / 2.1" multiplicity=2 e_tot_ev=-15853.6403
C -3.409189 0.217513 4.142500 -0.613 0.065 -1.431
C -2.587452 -1.000952 4.681812 -0.787 0.577 2.614
C -3.055247 -2.475622 4.263832 1.377 0.139 -1.622
O -1.290111 -0.668166 4.328033 -0.587 -0.846 0.825
H -3.624745 0.056930 3.086158 0.130 0.132 -0.146
H -2.905507 1.174862 4.276199 0.355 -0.269 0.037
H -4.377037 0.361106 4.622859 0.043 -0.705 0.513
H -2.600875 -0.923996 5.769014 0.263 -0.408 0.107
H -4.073219 -2.817248 4.451249 -0.071 0.994 0.145
H -2.385626 -3.248958 4.640198 0.185 0.466 0.636
H -2.798521 -2.444883 3.204943 -0.688 -0.330 -0.357
H -1.297632 -0.513892 3.380540 0.443 0.071 -1.838
C 0.056021 -1.491871 -0.861958 0.268 0.590 -1.663
C -0.187825 -0.584148 0.285748 -0.062 0.015 0.265
C -0.671113 0.815961 0.003364 1.158 0.862 -0.282
O -1.217379 -1.156664 1.047016 -1.333 -0.959 1.825
H 0.888246 -1.131195 -1.466437 0.155 -0.025 0.033
H -0.803006 -1.442324 -1.531068 -0.166 -0.500 -0.053
H 0.315341 -2.501921 -0.544693 -0.213 -0.035 0.021
H 0.730291 -0.659715 0.868372 0.151 0.820 0.339
H -0.740541 1.423498 0.905690 0.323 -0.119 0.256
H -1.654933 0.952335 -0.445662 0.102 -0.761 -0.358
H 0.092133 1.266593 -0.631056 -0.174 0.443 -0.112
H -1.385650 -2.021663 0.666144 -0.238 -0.216 0.225
C 2.769013 1.625877 -2.830195 0.283 0.153 0.157
C 3.088378 1.024677 -4.241803 -0.133 1.646 -0.293
C 3.325819 2.118780 -5.340497 -1.104 0.282 0.918
O 4.228619 0.240982 -4.236537 0.956 -1.449 0.640
H 1.909244 2.278133 -2.677006 -0.303 0.074 -0.963
H 3.592601 2.251507 -2.486122 0.358 -0.027 -0.146
H 2.613949 0.902585 -2.029625 0.319 -0.633 -0.301
H 2.313198 0.316550 -4.534599 -0.286 0.322 -0.103
H 2.616314 2.929936 -5.177018 -0.372 -0.011 -0.368
H 3.244526 1.739753 -6.359236 -0.071 -0.129 0.185
H 4.280001 2.638387 -5.253055 0.328 -0.443 0.293
H 5.001911 0.747254 -3.977105 0.004 0.210 0.003



[6]
39
Properties=species:S:1:pos:R:3:forces:R:3 method="wB97M-V/def2-TZVPD" charge=-1 lumo_energy_ev=2.56 homo_ev=-4.34 homo_lumo_gap_ev=6.9 e_tot_ev=-56240.7426
Sr -0.110871 0.084064 0.441783 -0.133 -0.324 0.317
S 2.646838 0.811247 -0.624500 -0.195 0.194 -0.030
C 1.847825 2.316359 -0.411820 0.063 -0.367 -0.038
N 0.570020 2.497881 -0.148169 0.184 0.284 -0.134
C 0.251520 3.841252 -0.044326 -0.126 -0.130 0.024
C -1.021725 4.340911 0.227231 0.013 0.075 -0.003
C -1.203620 5.709420 0.299466 0.025 0.009 -0.001
C -0.134146 6.587456 0.105499 -0.064 0.000 0.015
C 1.134508 6.103277 -0.161532 0.036 -0.031 -0.007
C 1.319634 4.727723 -0.234367 -0.052 0.084 0.027
S 2.758224 3.808585 -0.539514 0.137 0.156 -0.045
H -1.850410 3.662156 0.382688 0.025 -0.037 -0.007
H -2.188967 6.103820 0.512648 0.005 0.012 -0.002
H -0.298209 7.655636 0.168281 0.005 0.000 -0.003
H 1.963648 6.783826 -0.308022 0.010 -0.013 -0.002
F -6.047460 0.679990 -0.323129 0.005 -0.003 0.005
C -5.024150 -0.212566 -0.251498 -0.046 0.019 -0.019
C -3.730732 0.231911 -0.086093 -0.024 -0.022 -0.019
C -2.654350 -0.658377 -0.008887 0.071 0.030 -0.055
C -2.945482 -2.042889 -0.105707 -0.022 -0.032 -0.018
C -4.274420 -2.432397 -0.283635 -0.012 -0.041 -0.005
F -4.638243 -3.746740 -0.412047 0.005 0.012 -0.015
C -5.332870 -1.551148 -0.358673 0.046 0.016 0.008
C -1.825300 -3.032463 -0.012224 0.010 0.032 0.025
C -1.998896 -4.423704 0.042159 -0.033 0.088 0.005
C -0.902238 -5.258902 0.127484 -0.033 -0.039 0.003
C 0.372574 -4.721085 0.167272 0.012 0.034 0.006
C 0.468525 -3.343695 0.129389 0.021 0.011 0.014
N -0.578262 -2.528850 0.040221 0.002 0.061 -0.069
H -3.586558 1.307598 -0.018958 0.020 -0.003 0.010
H -6.343939 -1.904074 -0.496058 -0.002 -0.001 -0.001
H -2.988718 -4.841351 0.025855 0.018 -0.047 0.002
H -1.053298 -6.330913 0.169526 0.022 -0.002 0.002
H 1.260831 -5.332463 0.239378 -0.011 -0.018 0.003
H 1.441677 -2.863093 0.179824 -0.001 -0.003 -0.002
F 0.376072 -1.351330 3.395231 -0.010 -0.007 -0.046
C 0.321057 0.050461 3.062581 0.026 0.020 0.077
F -0.862515 0.487485 3.738688 0.010 -0.018 -0.018
H 1.118023 0.462884 3.701855 -0.006 0.001 -0.006